(1)
{"formula": "C24H49Br2GeMoOPSeTe", "method": "ωB97M-V/def2-TZVPD", "s2": 2.07, "charge": 2, "lumo_ev": [-6.4, -6.3], "fmax_ev_per_a": 0.580, "multiplicity": 3, "homo_energy_ev": [-13.419, -12.954], "gap_ha": [0.25684, 0.24362], "total_energy_ev": -308101.2999, "species": ["Te", "Mo", "Br", "Br", "Se", "Ge", "P", "O", "C", "C", "C", "C", "C", "C", "C", "C", "C", "C", "C", "C", "C", "C", "C", "C", "C", "C", "C", "C", "C", "C", "C", "C", "H", "H", "H", "H", "H", "H", "H", "H", "H", "H", "H", "H", "H", "H", "H", "H", "H", "H", "H", "H", "H", "H", "H", "H", "H", "H", "H", "H", "H", "H", "H", "H", "H", "H", "H", "H", "H", "H", "H", "H", "H", "H", "H", "H", "H", "H", "H", "H", "H"], "positions_angstrom": [[-1.506, 0.476, 2.203], [0.240, -0.297, 0.188], [1.766, -2.482, 0.345], [2.695, -0.382, 2.556], [-1.748, -1.712, 1.004], [-3.231, -3.376, -1.420], [1.037, 2.449, -1.476], [0.625, 1.637, -0.215], [-0.303, 0.899, -3.355], [-3.431, -2.076, 0.126], [3.249, -1.887, 1.523], [3.248, 3.881, -2.409], [-2.523, -2.258, -2.854], [-2.422, 5.381, -2.614], [-5.010, -4.079, -1.764], [4.389, 3.034, -2.968], [1.901, 0.024, -2.523], [-0.217, 0.105, -4.670], [2.636, 3.223, -1.146], [5.024, 2.894, -0.503], [1.079, -0.711, -4.771], [-1.599, -3.161, 2.288], [3.627, 2.281, -0.432], [1.102, 1.293, -2.881], [-0.184, 3.770, -1.739], [-2.482, 4.629, -1.264], [-1.633, 4.606, -3.666], [-1.932, -4.751, -0.920], [5.538, 2.929, -1.954], [-1.587, 3.386, -1.237], [-0.204, 4.334, -3.190], [1.513, -1.186, -3.388], [-2.172, 5.294, -0.455], [0.695, -1.751, -2.927], [1.880, -0.105, -5.204], [4.745, 3.464, -3.904], [-0.770, 0.294, -2.566], [3.473, -2.724, 2.172], [6.125, 2.035, -2.167], [4.015, 2.035, -3.218], [3.645, 1.293, -0.899], [-4.982, -4.737, -2.632], [1.615, 1.821, -3.691], [-0.973, -4.328, -0.610], [-0.289, 0.790, -5.515], [-2.144, 3.666, -3.897], [4.981, 3.905, -0.090], [5.714, 2.335, 0.130], [-5.713, -3.272, -1.968], [-1.635, -1.721, -2.512], [0.359, 5.269, -3.211], [-2.016, 2.594, -1.854], [-1.593, 5.166, -4.601], [-0.703, -2.963, 2.870], [2.968, 0.222, -2.629], [3.638, 4.861, -2.131], [-2.480, -3.147, 2.923], [-0.943, 1.767, -3.490], [-1.954, 6.358, -2.477], [6.214, 3.776, -2.076], [-1.530, 2.993, -0.222], [-4.102, -2.410, 0.917], [-3.767, -1.103, -0.231], [0.940, -1.555, -5.445], [2.369, 4.014, -0.436], [0.292, 3.665, -3.897], [4.079, -1.622, 0.882], [-1.082, -0.559, -4.734], [3.311, 2.137, 0.601], [-2.309, -5.404, -0.133], [-2.240, -2.870, -3.711], [-1.517, -4.092, 1.736], [-5.377, -4.653, -0.914], [1.800, -0.216, -1.448], [2.362, -1.866, -3.457], [-3.266, -1.530, -3.181], [-3.429, 5.576, -2.982], [-1.739, -5.374, -1.795], [0.172, 4.558, -1.066], [-3.505, 4.328, -1.036], [2.490, 4.068, -3.172]], "forces_ev_per_angstrom": [[0.012, -0.306, -0.125], [0.343, 0.370, 0.286], [-0.128, 0.362, 0.065], [0.086, -0.071, -0.085], [-0.213, -0.094, 0.038], [-0.046, 0.050, 0.066], [0.058, 0.286, -0.220], [-0.032, -0.491, 0.058], [0.093, -0.050, -0.087], [0.018, -0.079, 0.010], [-0.084, 0.053, 0.075], [0.020, -0.005, -0.016], [0.002, -0.048, 0.040], [0.012, -0.042, -0.013], [0.076, 0.031, 0.030], [0.000, 0.000, 0.038], [0.013, -0.023, -0.173], [0.014, -0.023, 0.036], [-0.100, -0.072, 0.022], [0.003, -0.024, -0.031], [0.001, -0.005, 0.025], [0.032, 0.002, -0.013], [0.051, 0.068, 0.000], [-0.020, 0.147, 0.089], [0.083, -0.133, 0.011], [0.000, -0.022, -0.026], [0.009, 0.011, 0.060], [-0.059, 0.032, -0.029], [-0.044, -0.010, 0.007], [-0.013, 0.072, -0.020], [-0.075, 0.005, -0.023], [-0.043, 0.035, -0.042], [-0.011, -0.006, 0.008], [0.010, 0.031, 0.011], [-0.006, 0.001, -0.013], [0.006, -0.003, -0.005], [-0.043, -0.040, 0.033], [-0.019, -0.021, 0.000], [0.005, -0.002, 0.004], [0.006, 0.024, -0.009], [0.002, -0.010, -0.005], [0.013, 0.009, -0.001], [0.011, -0.017, -0.005], [-0.015, 0.016, -0.012], [-0.004, 0.016, 0.007], [0.010, -0.006, 0.001], [-0.001, -0.002, 0.002], [0.002, 0.010, 0.002], [0.013, 0.008, -0.008], [-0.003, -0.029, 0.005], [0.019, -0.004, -0.001], [-0.001, 0.008, 0.000], [-0.003, 0.005, -0.003], [0.007, 0.005, -0.015], [0.016, 0.001, -0.009], [-0.014, 0.008, -0.012], [-0.031, 0.039, -0.027], [-0.017, 0.039, -0.005], [0.006, 0.000, 0.004], [0.001, -0.002, -0.011], [0.006, -0.004, 0.008], [-0.023, -0.020, -0.014], [-0.006, -0.002, -0.037], [0.005, -0.008, 0.008], [0.009, -0.004, 0.016], [-0.005, -0.007, -0.009], [-0.036, 0.010, -0.045], [-0.001, 0.007, -0.014], [-0.012, -0.007, 0.006], [-0.005, 0.016, 0.005], [-0.006, 0.001, 0.000], [0.003, -0.011, -0.015], [0.023, 0.003, 0.011], [0.006, -0.104, 0.061], [-0.003, -0.022, 0.023], [-0.004, 0.007, 0.002], [0.001, 0.021, 0.004], [-0.004, 0.002, 0.004], [0.009, 0.007, 0.016], [-0.003, -0.001, -0.010], [0.016, 0.012, -0.012]]}

---

(2)
{"formula": "C24H49N5O8P", "method": "ωB97M-V/def2-TZVPD", "s2": 0.75, "lumo_ev": [0.5, -0.4], "fmax_ev_per_a": 9.970, "multiplicity": 2, "homo_energy_ev": [-8.769, -8.769], "gap_ha": [0.34085, 0.30871], "total_energy_ev": -58792.5504, "species": ["P", "O", "O", "O", "O", "O", "O", "O", "O", "N", "N", "N", "N", "N", "C", "C", "C", "C", "C", "C", "C", "C", "C", "C", "C", "C", "C", "C", "C", "C", "C", "C", "C", "C", "C", "C", "C", "C", "H", "H", "H", "H", "H", "H", "H", "H", "H", "H", "H", "H", "H", "H", "H", "H", "H", "H", "H", "H", "H", "H", "H", "H", "H", "H", "H", "H", "H", "H", "H", "H", "H", "H", "H", "H", "H", "H", "H", "H", "H", "H", "H", "H", "H", "H", "H", "H", "H"], "positions_angstrom": [[0.135, 4.249, -1.551], [1.419, -1.789, -0.221], [-1.344, -5.084, 0.728], [0.447, 4.579, -0.008], [1.090, -5.060, 4.893], [-4.704, 1.667, -2.043], [3.443, 7.706, -1.763], [-1.106, 5.364, -2.041], [1.581, 4.631, -2.445], [0.736, -7.272, 4.308], [-3.376, 1.440, -1.940], [-3.118, -3.776, 0.021], [2.807, -3.019, 1.166], [4.831, 6.476, -0.377], [1.705, -3.692, 1.821], [4.160, -3.332, 1.575], [-2.405, -4.951, 0.132], [-1.294, 1.937, -0.355], [1.298, -8.594, 4.127], [2.536, -2.101, 0.174], [-0.674, -7.070, 4.045], [-0.381, 2.391, -1.637], [-2.893, 0.525, -4.240], [-2.893, 2.079, -0.674], [4.560, 7.394, -1.369], [1.578, 1.540, 0.119], [-3.200, 3.124, -3.998], [3.729, 5.803, 0.278], [6.184, 6.163, 0.032], [-4.370, -3.702, -0.704], [1.946, 1.307, 1.478], [-2.614, 1.791, -3.177], [-2.602, -2.578, 0.648], [1.057, 1.550, -1.469], [1.500, -6.201, 4.721], [-1.001, 1.922, -3.068], [-3.322, 3.653, -0.459], [-3.661, 1.254, 0.566], [-4.265, -2.976, -1.516], [-4.640, -4.674, -1.125], [-3.272, -1.731, 0.475], [-1.097, 0.782, -0.126], [-1.083, 6.225, -1.506], [0.962, 0.433, -1.806], [-2.612, 4.205, 0.326], [-2.858, 4.140, -3.531], [2.481, 0.968, 2.485], [-3.195, -0.403, -3.556], [0.781, -9.292, 4.792], [1.925, 2.064, -2.079], [-0.593, 2.654, -3.912], [-1.614, -2.356, 0.233], [4.340, -4.399, 1.414], [-0.539, 0.854, -3.329], [-0.991, 2.502, 0.648], [-4.388, 3.626, 0.078], [3.150, 5.255, -0.472], [2.367, -8.603, 4.359], [3.445, -1.649, -0.256], [-3.003, 1.400, 1.536], [3.082, 6.551, 0.746], [-0.786, -6.316, 3.261], [4.097, 5.108, 1.038], [6.914, 6.741, -0.542], [-1.157, -6.705, 4.957], [1.154, -8.901, 3.087], [-5.157, -3.376, -0.018], [2.557, -6.466, 4.891], [-3.534, 0.103, 0.275], [-1.960, 0.273, -4.900], [1.833, 5.561, -2.110], [5.470, 7.846, -1.799], [-3.868, 0.776, -4.877], [-2.501, -2.754, 1.723], [-3.475, 4.261, -1.446], [4.271, -3.097, 2.637], [6.296, 6.398, 1.094], [6.364, 5.096, -0.129], [1.057, -2.944, 2.288], [-2.664, 3.065, -5.063], [-4.351, 3.050, -4.226], [-2.887, -5.799, -0.382], [-1.145, -8.005, 3.728], [1.125, -4.240, 1.071], [2.073, -4.387, 2.580], [-4.781, 1.566, 0.693], [4.889, -2.755, 1.001]], "forces_ev_per_angstrom": [[1.376, 3.607, 5.718], [0.563, -0.378, 0.279], [-0.723, 0.262, -0.288], [-1.104, -1.144, -5.361], [0.115, -0.923, -0.183], [2.810, -1.191, -0.203], [0.410, -0.491, 0.315], [1.944, -0.979, 0.552], [-2.756, 0.442, 1.454], [1.087, 0.944, 0.466], [-1.387, 3.222, 0.378], [0.587, -1.476, -0.026], [0.041, 1.149, -1.187], [0.038, 1.153, -1.193], [-0.315, -0.016, -0.183], [-0.283, 0.018, 0.008], [-0.061, 0.898, 0.180], [-0.597, -0.722, -0.257], [-0.200, 0.155, -0.019], [-0.267, -0.598, 0.629], [-0.096, 0.401, 0.010], [0.836, -1.614, -0.348], [-1.153, -0.135, 0.951], [0.156, 0.577, 3.634], [-0.113, -0.696, 0.737], [2.451, -2.316, 8.762], [0.780, -0.325, -0.827], [-0.323, 0.127, -0.157], [-0.227, -0.026, 0.008], [0.162, 0.121, 0.123], [-1.901, 1.048, -9.731], [-0.067, -0.178, -3.687], [0.339, -0.092, 0.116], [1.170, 0.781, 1.623], [-0.852, -0.221, -0.201], [0.644, -0.462, -0.042], [-1.361, 0.150, 0.664], [1.442, -0.731, -0.672], [-0.224, -0.062, -0.008], [0.114, 0.121, 0.098], [0.078, -0.399, 0.004], [-0.104, 2.396, -0.806], [0.377, -2.024, -0.725], [-0.075, 2.129, 0.874], [-1.301, -1.295, -2.058], [-0.874, -1.938, -0.711], [-1.583, 1.137, -2.854], [0.892, 1.827, -1.615], [0.152, -0.134, -0.112], [-1.766, -1.043, 1.197], [-1.119, -1.580, 1.698], [-0.019, 0.137, 0.173], [0.191, 0.065, 0.095], [-0.982, 2.294, 0.735], [-0.725, -0.999, -2.486], [2.240, 0.144, -1.327], [-0.034, -0.065, 0.393], [-0.173, 0.082, -0.016], [0.045, -0.053, 0.091], [-1.627, -0.083, -1.815], [-0.077, -0.256, -0.008], [-0.191, -0.097, 0.061], [-0.024, 0.142, -0.216], [-0.173, -0.054, 0.050], [-0.107, -0.029, -0.164], [0.100, -0.174, 0.102], [-0.103, -0.012, -0.209], [-0.027, -0.126, -0.035], [-0.632, 2.595, 0.721], [-1.916, 0.600, 1.184], [-0.447, -1.687, -0.623], [0.019, -0.057, 0.086], [2.343, -0.583, 1.216], [0.070, 0.198, -0.074], [0.616, -1.179, 1.960], [0.194, -0.100, -0.053], [0.195, -0.089, -0.065], [0.183, 0.082, 0.096], [-0.046, -0.264, 0.037], [-1.093, 0.113, 2.281], [2.328, 0.193, 0.882], [-0.085, 0.093, -0.030], [0.202, 0.138, 0.069], [-0.124, 0.037, 0.242], [-0.025, 0.266, -0.152], [2.338, -0.692, -0.264], [-0.167, -0.051, 0.041]]}